A molecular structure, C40H67AgNO5SSi, computed with the ωB97M-V functional and the def2-TZVPD basis.

```
116
Properties=species:S:1:pos:R:3:forces:R:3
Ag 1.022718 -0.267818 -2.020818 -0.279 -0.509 -0.230
C 2.276861 2.465825 4.749381 -0.070 0.023 -0.065
C 1.211170 3.239952 3.971723 -0.050 0.011 0.076
C 1.519288 4.738098 4.103942 -0.002 -0.062 -0.046
C -0.159036 2.941365 4.606630 0.072 0.027 -0.033
C 1.143254 2.822348 2.506888 0.369 -0.421 0.208
C 1.809701 1.743816 2.017865 -0.071 0.286 0.332
C 1.608442 1.310831 0.672780 -0.088 -0.489 -0.180
N 2.024636 0.189150 0.126402 0.074 0.432 0.094
C 2.807113 -0.786637 0.601105 0.027 -0.090 -0.197
C 3.013233 -1.140837 1.951627 0.132 -0.167 0.220
C 3.914928 -2.105995 2.309491 -0.140 0.213 0.155
C 4.709955 -2.679958 1.284320 -0.043 -0.040 -0.302
C 4.538534 -2.428557 -0.051513 0.228 -0.307 0.134
C 3.471021 -1.536054 -0.468998 -0.296 0.225 -0.135
O 3.160694 -1.343491 -1.669300 0.284 -0.259 0.027
C 5.442857 -3.076510 -1.102144 -0.041 0.078 -0.094
C 6.144567 -1.950227 -1.884327 -0.097 -0.062 0.026
C 6.523558 -3.960914 -0.477159 -0.035 0.066 -0.022
C 4.620086 -3.951426 -2.063916 0.042 0.103 0.102
C 4.013189 -2.552361 3.767009 -0.056 -0.051 0.122
C 4.347743 -1.356037 4.670879 -0.021 -0.060 -0.034
C 5.086091 -3.622540 3.990577 -0.060 0.093 -0.048
C 2.661820 -3.148193 4.197133 0.107 0.022 0.019
C 0.888716 2.186015 -0.269363 0.351 -0.188 -0.521
O 0.985572 1.996755 -1.495364 -0.320 0.702 0.507
C 0.119182 3.279111 0.304526 -0.213 0.470 0.357
C 0.264608 3.540530 1.631081 -0.164 -0.016 -0.408
C -0.763384 4.130634 -0.597950 -0.043 -0.002 -0.138
C -1.614259 3.238403 -1.523828 0.191 -0.114 -0.066
C 0.137251 5.039868 -1.452474 -0.016 -0.094 0.074
C -1.711875 5.014040 0.219198 0.102 -0.006 0.011
H 2.260146 2.773605 5.796928 0.017 0.023 -0.001
H 3.274954 2.659128 4.351486 0.012 -0.055 -0.003
H 2.088419 1.391411 4.719215 0.022 -0.005 0.019
H 1.543357 5.023901 5.158189 0.007 0.011 0.004
H 0.766661 5.351315 3.608427 0.001 0.028 0.009
H 2.489176 4.969273 3.659339 0.005 0.015 0.008
H -0.150420 3.188558 5.671425 -0.015 0.028 -0.004
H -0.399911 1.882568 4.496605 -0.015 -0.002 0.022
H -0.950839 3.517005 4.124804 -0.025 -0.002 0.016
H 2.506895 1.193393 2.629896 -0.059 0.081 0.012
H 2.370044 -0.699680 2.702488 0.019 -0.053 -0.021
H 5.480074 -3.382223 1.571703 -0.047 0.046 0.020
H 6.705547 -1.312479 -1.196510 0.032 -0.009 -0.028
H 5.406353 -1.339732 -2.399306 0.009 0.039 -0.026
H 6.839959 -2.363393 -2.620158 -0.011 -0.034 0.004
H 7.171620 -3.390205 0.192583 0.011 -0.043 0.014
H 7.143860 -4.373314 -1.275290 0.016 -0.007 -0.001
H 6.090322 -4.798257 0.075066 0.031 0.003 0.015
H 3.852520 -3.357483 -2.549039 -0.067 0.011 -0.053
H 4.138407 -4.764597 -1.515057 0.011 -0.014 -0.023
H 5.274161 -4.384883 -2.825924 0.001 -0.014 0.013
H 5.296277 -0.905779 4.372067 -0.006 0.023 0.002
H 4.431231 -1.679320 5.712205 -0.010 0.016 0.013
H 3.575135 -0.587585 4.618073 0.022 0.014 -0.011
H 6.079737 -3.251561 3.730955 0.014 -0.037 -0.012
H 4.880728 -4.520280 3.404808 0.039 -0.006 -0.007
H 5.096473 -3.904023 5.045478 0.016 -0.013 0.008
H 1.858320 -2.418484 4.096545 -0.017 -0.001 0.008
H 2.704353 -3.473176 5.240698 -0.025 -0.008 0.003
H 2.413778 -4.008391 3.572986 -0.026 -0.007 0.010
H -0.300436 4.356982 2.061019 0.003 -0.009 -0.022
H -1.067169 2.962266 -2.421372 0.018 -0.026 -0.021
H -2.520398 3.768261 -1.816377 -0.095 0.025 -0.064
H -1.905801 2.309734 -1.035466 0.131 0.131 -0.220
H 0.817622 4.431825 -2.046810 -0.001 0.024 -0.039
H 0.726906 5.706801 -0.817772 -0.024 0.033 -0.013
H -0.477318 5.644188 -2.124762 0.014 0.011 -0.014
H -2.316723 4.414194 0.903520 -0.031 0.035 0.000
H -2.384523 5.539580 -0.460053 0.001 0.009 -0.006
H -1.169915 5.769762 0.793992 -0.035 -0.009 0.032
C -5.510713 0.397984 -4.410752 0.158 0.005 0.138
C -4.177320 1.135655 -4.244651 -0.148 0.022 -0.211
C -3.223059 0.757193 -5.376309 -0.024 -0.011 0.202
C -4.436567 2.642414 -4.264604 0.109 -0.112 0.083
O -3.604414 0.839773 -2.976277 -0.149 0.307 -0.020
Si -2.856905 -0.496395 -2.368045 0.741 -0.218 -0.216
S -1.022195 -1.030584 -3.179478 0.039 0.141 0.035
O -3.971342 -1.683346 -2.643282 -0.335 -0.027 0.088
C -3.949443 -3.100054 -2.700220 0.039 -0.288 -0.023
C -2.970231 -3.690176 -1.685672 -0.004 0.190 -0.044
C -5.373256 -3.560347 -2.381301 0.108 0.128 0.009
C -3.559940 -3.532639 -4.115328 0.017 0.143 0.111
O -2.707542 -0.178896 -0.762969 -0.211 0.015 0.222
C -3.645652 0.127750 0.266741 -0.061 0.077 0.259
C -5.101021 0.141419 -0.208299 0.195 -0.023 -0.144
C -3.475456 -0.926066 1.361083 0.030 0.046 -0.118
C -3.291059 1.511580 0.814043 -0.116 -0.132 -0.054
H -5.898879 0.543293 -5.420998 -0.028 0.040 0.007
H -6.240924 0.773008 -3.689756 -0.015 -0.019 -0.002
H -5.362485 -0.663737 -4.228398 -0.046 -0.038 -0.040
H -3.605872 1.124143 -6.331314 -0.014 -0.024 -0.009
H -3.104651 -0.326208 -5.423148 0.036 -0.008 -0.064
H -2.240105 1.188206 -5.185490 0.012 -0.015 -0.042
H -5.045174 2.915863 -5.129087 0.014 -0.002 -0.010
H -3.493367 3.185437 -4.312886 0.051 0.061 0.048
H -4.961211 2.934106 -3.352838 -0.019 0.008 -0.022
H -3.211184 -3.331757 -0.683148 -0.007 -0.042 0.011
H -1.956366 -3.370704 -1.927647 0.020 -0.043 0.035
H -3.021020 -4.780742 -1.695975 -0.012 -0.005 0.002
H -5.643530 -3.265000 -1.365280 0.007 -0.030 0.015
H -5.454280 -4.645542 -2.468129 -0.026 -0.004 -0.004
H -6.078111 -3.089129 -3.068786 -0.003 -0.036 -0.025
H -2.609295 -3.065820 -4.375874 0.024 -0.065 -0.013
H -4.318284 -3.209813 -4.832495 -0.009 -0.008 -0.002
H -3.455836 -4.618332 -4.166971 -0.026 -0.010 -0.045
H -5.371479 -0.815872 -0.651072 -0.036 -0.054 0.002
H -5.235865 0.911793 -0.966455 -0.048 0.030 -0.026
H -5.762855 0.347411 0.635702 0.019 0.002 0.002
H -3.783973 -1.903806 0.987741 0.007 -0.014 0.023
H -4.085173 -0.672284 2.230886 -0.006 -0.028 0.015
H -2.428978 -0.985911 1.663263 0.007 0.012 -0.009
H -3.449211 2.255724 0.032382 -0.090 -0.029 0.196
H -2.242431 1.541868 1.118277 -0.004 0.015 0.012
H -3.921121 1.760499 1.670857 -0.008 -0.020 0.037
```
Forces are in eV/Å.

The net charge is -1. The HOMO-LUMO gap (spin up / spin down) is 5.5 / 5.7 eV. Its LUMO energy (spin up / spin down) is 1.222 / 1.308 eV. Its HOMO energy (spin up / spin down) is -4.3 / -4.4 eV.